# 1
Density functional theory data (ωB97M-V with the def2-TZVPD basis set) for 10 unconnected molecules or ions with the total composition C31H52Br18F3N4O3S at a distorted geometry.

```
! RIJCOSX wB97M-V def2-TZVPD def2/J DEFGRID3
* xyz 1 1
N 0.61825 -4.72633 5.10502
C 0.47413 -3.40602 5.02593
N -0.44518 -2.67517 5.92950
C -0.44117 -1.28053 5.38582
C -0.06429 -1.51488 3.82143
C 0.20373 -0.03143 3.27836
C -1.17332 0.73664 2.89778
C -1.70623 0.31806 1.45038
O -0.91673 0.33430 0.47200
N -3.11783 -0.14616 1.23715
C -3.14245 -1.45692 1.97273
C -2.56300 -2.68600 1.20182
C -2.54945 -4.04360 1.99316
C -3.08939 -4.09653 3.46501
C -3.67276 -2.84168 4.17298
C -3.69125 -1.48587 3.42063
N 1.09872 -2.44001 4.06840
S 1.76346 -3.26106 2.69936
O 0.80204 -4.20105 2.02404
O 2.92962 -4.12232 3.17604
C 2.50919 -2.10229 1.41076
F 1.48377 -1.71733 0.53661
F 3.21415 -1.03975 1.99547
F 3.43452 -2.90466 0.68567
H 0.66857 -5.14004 6.05250
H 0.60701 -5.35112 4.28587
H -1.38282 -3.08122 5.71033
H -1.28874 -0.56376 5.62794
H 0.54196 -0.85685 5.81816
H -0.98445 -2.03244 3.34616
H 0.67246 0.56867 4.13968
H 0.93190 0.02926 2.39426
H -1.05980 1.87492 2.90517
H -1.91732 0.49068 3.74659
H -3.76044 0.52645 1.69705
H -2.15450 -2.62498 0.12831
H -2.11012 -4.97385 1.50731
H -3.05332 -5.08303 4.03863
H -4.10460 -2.84546 5.23358
H -4.08178 -0.51082 3.86799
Br 0.30706 3.82726 -3.03856
C -0.80898 2.26288 -2.70889
C -2.23995 2.51729 -3.10877
Br -3.15689 3.62181 -1.78662
H -0.69356 2.00546 -1.65629
H -0.37435 1.47077 -3.32190
H -2.80157 1.58226 -3.13757
H -2.33731 3.02374 -4.06908
Br 1.01979 9.22497 -0.13817
C 2.11204 7.64482 0.18691
C 1.58140 6.45015 -0.56476
Br 0.00421 5.70808 0.30913
H 2.14571 7.49643 1.26574
H 3.10891 7.91141 -0.17023
H 2.31292 5.64115 -0.56404
H 1.29836 6.67746 -1.59162
Br 7.64362 -0.37980 1.66278
C 7.42919 -2.30194 1.90631
C 6.14549 -2.62142 2.63089
Br 6.30078 -2.25767 4.53943
H 8.31836 -2.65850 2.42507
H 7.41261 -2.71566 0.89606
H 5.92129 -3.68766 2.56209
H 5.29302 -2.05198 2.26729
Br 0.31166 -7.12573 1.98398
C -0.18469 -8.31777 0.52300
C -0.06125 -7.62462 -0.81140
Br -1.55079 -6.40491 -1.11531
H -1.19142 -8.67728 0.73268
H 0.51512 -9.15352 0.58863
H -0.11623 -8.34935 -1.62578
H 0.85418 -7.04022 -0.91124
Br -2.17530 0.58342 -6.22307
C -2.31263 -1.34017 -5.94036
C -3.58001 -1.69301 -5.20556
Br -3.42106 -1.27175 -3.31125
H -1.40920 -1.64935 -5.41579
H -2.31342 -1.77644 -6.94112
H -3.76263 -2.76822 -5.24777
H -4.45809 -1.16565 -5.57767
Br 3.88112 -8.71942 2.18631
C 3.66500 -8.67530 0.24972
C 4.57526 -7.65182 -0.38077
Br 3.88909 -5.84638 -0.12472
H 2.60933 -8.49424 0.05151
H 3.92643 -9.68042 -0.08710
H 4.61665 -7.79009 -1.46266
H 5.58752 -7.66848 0.02227
Br -0.26390 8.56104 -3.98177
C -1.82191 7.79348 -3.09663
C -2.42366 6.67910 -3.91631
Br -3.45057 7.38055 -5.41818
H -2.51504 8.61224 -2.90591
H -1.44718 7.41091 -2.14429
H -3.14123 6.11067 -3.32208
H -1.68031 5.99744 -4.32948
Br 4.41911 9.62703 -3.43006
C 5.51305 8.04618 -3.10890
C 4.98232 6.85123 -3.86126
Br 3.40600 6.11054 -2.98604
H 5.54750 7.89685 -2.03017
H 6.50943 8.31305 -3.46645
H 5.71484 6.04204 -3.86161
H 4.69862 7.07859 -4.88861
Br -9.33291 4.83117 -3.16888
C -7.65378 4.98116 -2.19033
C -6.57997 5.61661 -3.03836
Br -5.86748 4.35426 -4.33983
H -7.39578 3.98028 -1.84574
H -7.88374 5.60998 -1.32784
H -5.72490 5.90323 -2.42252
H -6.92790 6.48590 -3.59603
*
```

Values from the calculation:
**Highest occupied orbital energy**: -10.6 eV
**Gap between HOMO and LUMO**: 0.215 hartree

Mulliken atomic charge list, values in e, 99 entries: -0.128, 0.461, -0.382, -0.950, 1.074, -0.459, -0.380, 0.202, -0.537, -0.305, -0.010, -0.161, 0.037, -0.434, -0.757, -0.133, -0.125, 0.880, -0.247, -0.560, 0.328, -0.104, -0.192, -0.142, 0.309, 0.027, 0.340, 0.368, 0.462, -0.689, 0.354, 0.112, 0.476, 0.075, 0.441, 0.423, 0.026, 0.429, 0.414, 0.399, -0.103, 0.032, -0.364, -0.162, -0.084, 0.332, -0.055, 0.447, -0.137, -0.351, -0.572, -0.146, 0.379, 0.191, 0.492, 0.043, -0.147, -0.573, -0.115, -0.133, 0.423, 0.356, 0.312, -0.142, -0.071, -0.817, -0.445, -0.147, 0.469, 0.453, 0.390, 0.218, -0.126, -0.570, -0.591, -0.108, 0.363, 0.344, 0.336, 0.364, -0.105, -0.040, -0.601, -0.102, -0.284, 0.377, 0.337, 0.421, -0.131, -0.364, -0.077, -0.136, 0.430, 0.133, -0.151, 0.273, -0.105, -0.617, -0.632

---

# 2
Density functional theory data (ωB97M-V with the def2-TZVPD basis set) for a molecular structure, C31H52CrP2 at a distorted geometry.

```
! RIJCOSX wB97M-V def2-TZVPD def2/J DEFGRID3
* xyz 1 4
Cr 0.04031 0.04278 0.22221
C -0.45660 -0.00824 2.26668
C 0.96991 0.21676 2.16542
C -0.07603 1.99759 1.09577
C -1.10056 1.14102 1.66942
C 1.20493 1.44322 1.43388
C -1.10172 -1.00264 3.17547
H -0.56178 -1.94454 3.21140
H -2.13017 -1.21738 2.90787
H -1.11257 -0.60101 4.18667
C -2.52568 1.55078 1.85266
H -3.10485 0.75914 2.32366
H -2.99004 1.81457 0.90080
H -2.56107 2.42784 2.50795
C -0.29563 3.37014 0.53418
H -0.14691 4.11049 1.31892
H -1.31071 3.50138 0.17115
H 0.39966 3.61271 -0.26876
C 2.42937 2.30372 1.48240
H 2.41023 2.85191 2.42919
H 2.42400 3.05692 0.69559
H 3.37164 1.75892 1.42738
C 1.87334 -0.35750 3.20615
H 1.57526 0.09973 4.16193
H 2.92807 -0.15084 3.01745
H 1.74812 -1.43863 3.31154
C 2.10995 -3.05291 -0.64336
C 2.05709 -3.14051 0.69798
C 3.18003 -3.77565 1.49434
C 4.48697 -2.91193 1.59299
C 4.50379 -1.58845 0.83586
C 4.58066 -1.55794 -0.49822
C 4.61476 -2.84013 -1.32600
C 3.27096 -3.63636 -1.43606
H 3.45078 -4.76304 1.07379
H 5.30251 -3.53657 1.19183
H 2.81495 -3.96800 2.51615
H 3.46554 -4.68491 -1.13769
H 1.38718 -2.48833 -1.23215
H 1.26518 -2.69242 1.29401
H 2.97710 -3.66063 -2.49832
H 4.95723 -2.57896 -2.34204
H 4.66670 -0.62736 -1.06120
H 5.36437 -3.52409 -0.89065
H 4.70876 -2.72049 2.65734
H 4.48112 -0.68749 1.44517
P -1.87989 -1.70220 -0.41506
C -3.52252 -1.12448 0.18323
H -4.22747 -1.86145 -0.20636
H -3.75720 -0.13039 -0.20149
H -3.54139 -1.11107 1.27473
C -2.24527 -2.14176 -2.15893
H -3.16720 -2.72374 -2.11738
H -1.42037 -2.73819 -2.56089
H -2.39668 -1.25662 -2.77789
C -1.88651 -3.34720 0.39766
H -1.09707 -3.96881 -0.03259
H -2.87913 -3.75034 0.18896
H -1.73971 -3.22980 1.47505
P 1.14125 0.82396 -2.16998
C 2.50372 2.03832 -1.90573
H 3.05841 2.00143 -2.84309
H 3.13670 1.81860 -1.04060
H 2.03480 3.02197 -1.79965
C 1.44804 -0.32419 -3.57649
H 2.41806 -0.81233 -3.46096
H 1.39268 0.31632 -4.45851
H 0.64019 -1.06383 -3.62701
C 0.16754 2.03967 -3.17524
H 0.89662 2.39736 -3.90342
H -0.17538 2.87205 -2.55301
H -0.67067 1.53490 -3.66318
C -1.87225 1.17220 -1.45195
C -3.07716 1.85720 -1.80588
C -3.04919 3.28168 -1.92672
C -4.12875 3.92829 -2.49196
C -5.24499 3.20458 -2.93089
C -5.26843 1.80389 -2.84678
C -4.19944 1.11515 -2.29897
H -1.52509 0.39802 -2.13885
H -1.11880 1.82347 -1.04612
H -2.13087 3.81384 -1.65224
H -4.08638 5.00781 -2.57675
H -6.09867 3.72997 -3.34735
H -6.11739 1.22222 -3.19732
H -4.15200 0.01551 -2.27176
*
```

Values from the calculation:
**Highest occupied orbital energy (alpha / beta)**: -9.2 / -8.8 eV
**Gap between HOMO and LUMO (alpha / beta)**: 0.223 / 0.208 hartree

What are the Mulliken partial charges on each atom? They are as follows, in elementary charge units: -0.516, 1.182, 0.657, -0.480, 2.079, 0.731, -2.088, 0.365, 0.474, 0.317, -1.716, 0.511, 0.175, 0.349, -1.631, 0.353, 0.553, 0.293, -1.858, 0.331, 0.539, 0.336, -1.608, 0.330, 0.537, 0.184, 0.251, 0.316, -1.226, -1.063, -0.281, -0.373, -0.881, -1.197, 0.478, 0.351, 0.360, 0.415, 0.243, 0.177, 0.340, 0.387, 0.446, 0.394, 0.348, 0.568, 1.634, -1.487, 0.586, 0.111, 0.328, -1.483, 0.485, 0.397, 0.350, -1.405, 0.358, 0.510, 0.319, 1.792, -1.449, 0.553, 0.108, 0.445, -1.276, 0.291, 0.580, 0.274, -1.750, 0.681, 0.251, 0.393, 1.052, 0.402, -0.425, -0.847, -0.709, -0.900, -0.194, 0.275, -1.064, 0.085, 0.428, 0.389, 0.421, 0.041

---

Number 1: energy -48686.7051 a.u.. Number 2: energy -2939.2267 a.u..